No. 1
{"formula": "C5H8O", "method": "ωB97M-V with the def2-TZVPD basis set", "elements": ["C", "C", "O", "H", "H", "C", "C", "C", "H", "H", "H", "H", "H", "H"], "positions_angstrom": [[-1.26, -1.85, 0.42], [-1.19, -1.33, -0.79], [-1.13, -0.88, -1.86], [-1.12, -1.22, 1.29], [-1.46, -2.91, 0.50], [-0.53, 1.54, 0.27], [0.61, 0.95, 0.60], [1.63, 0.45, -0.39], [-1.27, 1.83, 1.02], [-0.80, 1.69, -0.77], [0.82, 0.77, 1.66], [1.55, -0.64, -0.50], [1.48, 0.91, -1.37], [2.64, 0.68, -0.04]], "smiles": "C=C=O.C=CC", "total_energy_ev": -7360.4015, "relative_energy_kj_mol": 178.87, "lumo_energy_ev": 0.99, "orbital_gap_ha": 0.37661, "charge": 0}

No. 2
{"formula": "C21H47DyO2P3", "method": "ωB97M-V with the def2-TZVPD basis set", "elements": ["Dy", "P", "P", "P", "H", "C", "C", "H", "C", "C", "C", "C", "C", "C", "C", "C", "C", "H", "H", "H", "H", "H", "H", "H", "H", "H", "H", "H", "H", "H", "H", "H", "H", "H", "H", "H", "H", "H", "H", "H", "H", "H", "H", "H", "H", "H", "C", "C", "C", "C", "C", "C", "O", "H", "H", "H", "H", "H", "H", "C", "C", "O", "C", "C", "H", "H", "H", "H", "H", "H", "H", "H", "H", "H"], "positions_angstrom": [[-0.12, -0.17, 1.11], [2.23, 0.88, 2.37], [-0.69, 2.03, -0.48], [1.88, -0.63, -0.89], [-1.47, -2.55, 1.07], [-0.41, -2.59, 0.78], [0.59, -2.52, 1.77], [0.31, -2.61, 2.84], [2.00, 1.30, 4.15], [2.98, 2.47, 1.81], [3.75, -0.14, 2.51], [-2.01, 1.52, -1.65], [-1.51, 3.37, 0.48], [0.45, 2.97, -1.54], [2.83, -2.21, -0.83], [3.24, 0.52, -1.31], [1.03, -0.82, -2.51], [-0.22, -2.93, -0.22], [1.64, -2.77, 1.58], [1.51, 0.46, 4.66], [1.36, 2.19, 4.25], [2.96, 1.50, 4.63], [2.22, 3.27, 1.84], [3.36, 2.38, 0.78], [3.81, 2.74, 2.48], [3.50, -1.10, 2.98], [4.48, 0.39, 3.15], [4.20, -0.32, 1.53], [-2.45, 2.38, -2.19], [-2.82, 1.02, -1.10], [-1.65, 0.80, -2.40], [-1.92, 4.18, -0.15], [-0.79, 3.82, 1.18], [-2.33, 2.97, 1.08], [-0.02, 3.85, -2.01], [0.87, 2.35, -2.35], [1.31, 3.33, -0.96], [3.36, -2.37, -1.78], [2.14, -3.04, -0.65], [3.56, -2.18, -0.02], [3.73, 0.15, -2.23], [3.99, 0.55, -0.51], [2.86, 1.53, -1.48], [1.76, -1.21, -3.24], [0.63, 0.13, -2.88], [0.19, -1.52, -2.43], [-2.05, -0.99, -5.56], [-3.14, -1.34, -6.41], [-3.40, -2.71, -6.61], [-2.58, -3.70, -6.05], [-1.42, -3.32, -5.38], [-1.10, -1.95, -5.24], [-1.95, 0.15, -4.75], [-2.50, 0.90, -5.04], [-3.77, -0.58, -6.89], [-4.28, -3.03, -7.18], [-2.84, -4.75, -6.14], [-0.74, -4.05, -4.94], [-0.19, -1.63, -4.75], [-0.98, -1.27, 5.03], [-1.79, -1.04, 3.77], [-1.17, 0.14, 3.00], [-1.37, 1.48, 3.71], [-2.84, 1.78, 3.83], [0.08, -1.45, 4.79], [-1.35, -2.14, 5.58], [-1.06, -0.40, 5.69], [-1.73, -1.89, 3.08], [-2.84, -0.80, 3.95], [-0.83, 1.42, 4.66], [-0.86, 2.21, 3.07], [-3.32, 1.10, 4.55], [-3.00, 2.81, 4.19], [-3.33, 1.68, 2.85]], "s_squared": 9.841, "spin_multiplicity": 6, "total_energy_ev": -78557.1294, "lumo_energy_ev": [-11.78, -8.33], "orbital_gap_ha": [0.11183, 0.29221], "charge": 3}

No. 3
{"formula": "C7H5BrFNO2", "method": "ωB97M-V with the def2-TZVPD basis set", "elements": ["O", "N", "O", "C", "F", "C", "C", "C", "C", "C", "C", "Br", "H", "H", "H", "H", "H"], "positions_angstrom": [[3.44, -2.64, 2.84], [2.88, -2.26, 1.83], [3.33, -2.35, 0.70], [1.60, -1.64, 1.98], [1.25, -1.54, 3.27], [0.75, -1.20, 1.00], [-0.48, -0.59, 1.42], [-1.12, 0.30, 0.64], [-0.61, 0.64, -0.66], [0.43, -0.03, -1.17], [1.07, -1.15, -0.46], [0.37, -2.82, -1.54], [-0.84, -0.81, 2.42], [-2.02, 0.78, 0.98], [-1.08, 1.44, -1.20], [0.79, 0.16, -2.17], [2.14, -1.24, -0.65]], "smiles": "O=[N+]([O-])/C(F)=C1/C=CC=C[C@@H]1Br", "total_energy_ev": -85680.6655, "relative_energy_kj_mol": 32.42, "lumo_energy_ev": [-1.87, -1.87], "orbital_gap_ha": [0.26162, 0.26163], "charge": 0}

No. 4
{"formula": "C5H8N2", "method": "ωB97M-V with the def2-TZVPD basis set", "elements": ["C", "C", "C", "C", "N", "C", "N", "H", "H", "H", "H", "H", "H", "H", "H"], "positions_angstrom": [[-0.11, -0.04, 1.66], [0.08, 0.11, 0.17], [0.38, -1.22, -0.53], [-0.01, -1.24, -1.95], [-0.35, -1.26, -3.05], [-0.60, 1.22, -0.53], [0.85, 1.24, -0.34], [-0.98, -0.67, 1.89], [0.77, -0.50, 2.13], [-0.28, 0.94, 2.13], [-0.15, -2.04, -0.03], [1.45, -1.43, -0.46], [-1.22, 1.89, 0.07], [-0.92, 1.11, -1.57], [1.11, 1.87, 0.41]], "smiles": "C[C@@]1(CC#N)CN1", "total_energy_ev": -8293.6919, "relative_energy_kj_mol": 125.86, "lumo_energy_ev": 0.77, "orbital_gap_ha": 0.39325, "charge": 0}

No. 5
{"formula": "C3H13N2O", "method": "ωB97M-V with the def2-TZVPD basis set", "elements": ["C", "C", "C", "N", "N", "H", "H", "H", "H", "H", "H", "H", "H", "H", "H", "H", "H", "H", "O"], "positions_angstrom": [[0.28, -0.01, 1.41], [0.67, 1.14, 0.47], [1.01, 0.77, -0.98], [1.54, -0.61, -1.03], [-0.33, -1.14, 0.58], [1.15, -0.41, 1.91], [-0.52, 0.39, 2.02], [1.44, 1.72, 0.90], [-0.16, 1.82, 0.43], [1.72, 1.48, -1.38], [0.10, 0.79, -1.57], [2.24, -0.72, -0.31], [0.26, -1.19, -0.29], [1.94, -0.81, -1.92], [-0.28, -2.00, 1.10], [-1.29, -0.89, 0.31], [-3.72, -0.11, 0.11], [-3.13, -0.03, -1.34], [-2.91, -0.17, -0.40]], "total_energy_ev": -8343.5894, "relative_energy_kj_mol": 37.90, "lumo_energy_ev": -2.90, "orbital_gap_ha": 0.41517, "charge": 1}

No. 6
{"formula": "C3H4N2O2S", "method": "ωB97M-V with the def2-TZVPD basis set", "elements": ["C", "C", "C", "H", "H", "H", "H", "N", "N", "O", "O", "S"], "positions_angstrom": [[-2.63, 0.71, 0.12], [-0.33, -1.51, 0.03], [2.73, 0.73, -0.09], [-3.74, 0.96, -0.39], [-2.11, 1.61, 0.64], [3.05, 1.72, -0.46], [3.73, 0.11, 0.88], [-2.06, -0.42, -0.33], [1.56, 0.25, -0.38], [-0.69, -0.25, 0.12], [-1.06, -2.41, -0.13], [1.54, -1.51, -0.01]], "total_energy_ev": -21079.8811, "relative_energy_kj_mol": 670.65, "lumo_energy_ev": 0.29, "orbital_gap_ha": 0.35813, "charge": 0}

No. 7
{"formula": "C30H54N3O2S4SbSi3Ti", "method": "ωB97M-V with the def2-TZVPD basis set", "elements": ["Ti", "C", "C", "S", "C", "C", "S", "C", "C", "S", "C", "C", "S", "H", "H", "H", "H", "H", "H", "H", "H", "H", "H", "H", "H", "H", "H", "H", "H", "C", "Sb", "C", "C", "C", "C", "C", "C", "N", "Si", "C", "C", "C", "C", "C", "C", "C", "C", "C", "N", "Si", "C", "C", "C", "Si", "C", "C", "C", "H", "H", "H", "H", "H", "H", "H", "H", "H", "H", "H", "H", "H", "H", "H", "H", "H", "H", "H", "H", "H", "H", "H", "H", "H", "H", "H", "H", "H", "H", "H", "H", "H", "H", "H", "H", "H", "H", "O", "N", "O"], "positions_angstrom": [[-0.23, 0.77, -0.77], [1.21, 4.56, -3.48], [1.41, 5.46, -2.24], [1.96, 4.68, -0.68], [0.50, 4.83, 0.42], [0.56, 3.95, 1.66], [0.94, 2.16, 1.47], [2.79, 2.23, 1.61], [3.50, 1.37, 0.59], [2.68, 1.65, -1.02], [4.01, 1.91, -2.25], [3.49, 2.93, -3.26], [1.66, 2.80, -3.40], [1.78, 4.96, -4.32], [0.16, 4.53, -3.76], [0.49, 5.98, -2.00], [2.18, 6.20, -2.45], [-0.39, 4.62, -0.17], [0.45, 5.87, 0.75], [-0.43, 3.97, 2.13], [1.29, 4.33, 2.38], [3.05, 1.94, 2.63], [3.05, 3.28, 1.45], [3.45, 0.31, 0.83], [4.55, 1.68, 0.51], [4.23, 0.96, -2.72], [4.90, 2.28, -1.73], [3.92, 2.77, -4.25], [3.70, 3.95, -2.93], [-3.18, -2.17, 1.82], [-1.50, -0.79, 1.77], [-2.06, 0.09, -0.16], [-2.17, -0.57, -1.45], [-3.15, -1.43, -1.94], [-3.14, -1.78, -3.28], [-2.16, -1.23, -4.12], [-1.21, -0.39, -3.58], [-1.20, -0.11, -2.28], [-3.54, 1.32, 0.05], [-2.86, 2.66, 1.23], [-3.97, 1.89, -1.72], [-5.16, 0.61, 0.75], [0.21, -2.19, 1.46], [1.19, -1.68, 0.51], [2.52, -2.13, 0.58], [3.36, -2.07, -0.50], [2.87, -1.53, -1.69], [1.64, -0.91, -1.65], [0.82, -0.93, -0.57], [0.89, -2.32, 3.31], [2.11, -3.73, 3.71], [-0.55, -2.52, 4.53], [1.73, -0.62, 3.56], [-0.15, -3.98, 0.69], [1.46, -4.92, 0.32], [-1.16, -5.04, 1.90], [-1.02, -3.73, -0.99], [-4.08, -1.56, 1.75], [-3.20, -2.69, 2.76], [-3.14, -2.88, 1.00], [-3.92, -1.80, -1.27], [-3.87, -2.45, -3.69], [-2.15, -1.45, -5.17], [-0.44, 0.08, -4.20], [-2.27, 3.39, 0.70], [-2.26, 2.23, 2.03], [-3.69, 3.20, 1.69], [-3.15, 1.77, -2.43], [-4.25, 2.94, -1.74], [-4.83, 1.34, -2.10], [-5.12, 0.45, 1.83], [-5.47, -0.31, 0.28], [-5.95, 1.33, 0.57], [2.86, -2.58, 1.50], [4.37, -2.45, -0.44], [3.44, -1.55, -2.59], [1.26, -0.41, -2.54], [1.74, -4.70, 3.40], [2.23, -3.76, 4.79], [3.11, -3.60, 3.30], [-1.20, -3.34, 4.28], [-1.15, -1.62, 4.61], [-0.15, -2.72, 5.52], [2.64, -0.52, 2.97], [2.02, -0.50, 4.60], [1.06, 0.19, 3.31], [2.20, -4.87, 1.11], [1.94, -4.58, -0.60], [1.22, -5.97, 0.18], [-0.59, -5.27, 2.79], [-1.39, -5.98, 1.41], [-2.10, -4.60, 2.22], [-0.55, -2.94, -1.58], [-2.07, -3.49, -0.89], [-0.95, -4.65, -1.56], [-1.76, 4.10, -1.71], [-1.21, 3.11, -2.11], [-0.62, 2.37, -1.20]], "total_energy_ev": -137164.6066, "relative_energy_kj_mol": 251.46, "lumo_energy_ev": -6.81, "orbital_gap_ha": 0.20854, "charge": 2}

No. 8
{"formula": "C20H26MnN3OS4", "method": "ωB97M-V with the def2-TZVPD basis set", "elements": ["Mn", "C", "C", "S", "C", "C", "S", "C", "C", "S", "C", "C", "S", "H", "H", "H", "H", "H", "H", "H", "H", "H", "H", "H", "H", "H", "H", "H", "H", "O", "C", "N", "C", "C", "C", "C", "C", "C", "N", "C", "C", "C", "C", "C", "N", "H", "H", "H", "H", "H", "H", "H", "H", "H", "H"], "positions_angstrom": [[0.40, 0.71, -0.48], [-3.67, -0.11, 0.93], [-2.77, -0.74, 1.99], [-1.08, -0.99, 1.37], [-0.27, -0.97, 3.02], [1.22, -1.26, 2.87], [1.77, -0.94, 1.14], [1.90, -2.57, 0.28], [0.57, -3.24, -0.06], [-0.56, -2.45, -1.18], [-2.22, -3.20, -0.87], [-3.42, -2.29, -1.05], [-3.14, -0.52, -0.76], [-3.72, 0.98, 0.86], [-4.70, -0.42, 1.06], [-3.13, -1.74, 2.18], [-2.79, -0.26, 2.96], [-0.76, -1.70, 3.67], [-0.45, 0.06, 3.39], [1.48, -2.28, 3.23], [1.83, -0.52, 3.45], [2.57, -3.18, 0.91], [2.49, -2.35, -0.65], [0.07, -3.29, 0.91], [0.82, -4.24, -0.38], [-2.32, -3.72, 0.09], [-2.30, -3.93, -1.69], [-4.25, -2.62, -0.44], [-3.72, -2.37, -2.14], [3.36, 3.58, 0.25], [2.35, 2.83, 0.28], [2.18, 1.72, -0.49], [3.03, 1.45, -1.60], [2.16, 0.69, -2.67], [2.71, 0.42, -3.93], [1.85, 0.07, -4.95], [0.47, -0.03, -4.69], [0.03, 0.02, -3.40], [0.84, 0.45, -2.39], [1.17, 3.13, 1.07], [1.23, 4.17, 1.99], [0.13, 4.38, 2.77], [-1.07, 3.62, 2.50], [-0.99, 2.64, 1.56], [0.15, 2.23, 0.99], [3.90, 0.82, -1.27], [3.52, 2.35, -2.02], [3.78, 0.45, -4.07], [2.22, -0.23, -5.91], [-0.26, -0.14, -5.50], [-1.01, -0.21, -3.12], [2.19, 4.67, 2.03], [0.11, 5.06, 3.61], [-1.98, 3.90, 3.07], [-1.90, 2.12, 1.31]], "s_squared": 8.758, "spin_multiplicity": 6, "total_energy_ev": -102335.6380, "relative_energy_kj_mol": 0.00, "lumo_energy_ev": [-2.72, -2.89], "orbital_gap_ha": [0.29043, 0.29704], "charge": 1}